[1]
{"formula": "C58H78BN6O14V", "method": "wB97M-V/def2-TZVPD", "s_squared": 6.011, "multiplicity": 5, "orbital_gap_ev": [4.698, 8.613], "max_force_ev_per_a": 5.1, "symbols": ["C", "H", "H", "C", "H", "H", "H", "H", "C", "O", "O", "H", "H", "H", "C", "H", "C", "N", "C", "O", "H", "H", "O", "C", "C", "H", "C", "C", "H", "C", "H", "H", "V", "H", "C", "C", "C", "C", "N", "C", "H", "H", "N", "H", "O", "H", "C", "H", "C", "C", "H", "H", "C", "H", "H", "N", "C", "C", "H", "H", "C", "H", "C", "C", "C", "H", "C", "H", "N", "C", "C", "C", "H", "H", "C", "H", "H", "C", "C", "C", "C", "C", "H", "H", "H", "O", "H", "H", "C", "C", "H", "H", "H", "C", "C", "O", "H", "C", "C", "H", "H", "H", "H", "H", "C", "H", "H", "C", "O", "H", "B", "H", "H", "C", "C", "H", "C", "H", "H", "O", "H", "C", "H", "O", "H", "H", "H", "H", "C", "C", "H", "H", "C", "C", "H", "H", "C", "C", "O", "H", "C", "C", "H", "O", "O", "H", "H", "O", "H", "H", "C", "H", "H", "N", "H", "H", "H", "C"], "xyz": [[-4.110, -33.873, -4.918], [-1.013, -31.893, -6.641], [-6.349, -27.554, -11.541], [-5.720, -31.270, -14.253], [-10.179, -31.523, -14.955], [-5.701, -40.858, -6.652], [-8.631, -31.200, -14.231], [-7.385, -40.208, -8.308], [-7.556, -28.928, -6.547], [-3.878, -30.683, -6.533], [-8.916, -31.175, -9.467], [-2.499, -32.375, -3.380], [-7.647, -33.581, -15.154], [-6.462, -29.727, -4.911], [-8.311, -28.714, -4.276], [-11.715, -35.008, -8.857], [-4.700, -32.326, -3.161], [-7.927, -38.345, -7.490], [-13.069, -37.415, -4.845], [-6.029, -30.193, -11.260], [-4.838, -31.874, -8.050], [-3.083, -33.123, -1.971], [-5.645, -25.745, -12.468], [-12.094, -35.687, -9.607], [-7.958, -36.305, -12.740], [-7.128, -26.993, -12.977], [-8.892, -30.279, -16.158], [-12.159, -37.712, -10.716], [-2.803, -32.044, -13.387], [-6.086, -32.496, -16.161], [-7.343, -39.178, -10.275], [-5.350, -32.488, -2.302], [-9.724, -37.656, -8.716], [-10.190, -27.608, -4.082], [-4.810, -25.476, -13.646], [-8.296, -30.253, -10.201], [-6.503, -37.770, -5.532], [-7.188, -39.563, -7.465], [-0.759, -32.015, -12.849], [0.160, -31.512, -12.067], [-6.417, -30.434, -14.328], [-4.834, -28.710, -12.978], [-11.164, -37.611, -7.036], [-5.016, -39.103, -4.914], [-8.712, -29.143, -10.490], [-11.929, -39.602, -7.144], [-9.424, -30.748, -14.827], [-14.604, -35.640, -11.821], [-8.028, -33.649, -7.425], [-12.382, -32.255, -8.020], [-11.114, -29.695, -14.243], [-13.376, -39.512, -5.271], [-2.464, -30.734, -11.749], [-12.338, -35.440, -4.664], [-13.850, -37.381, -4.099], [-8.487, -37.464, -10.607], [-6.923, -30.827, -10.654], [-11.493, -31.159, -6.115], [-9.450, -35.721, -11.319], [-5.558, -33.219, -13.279], [-7.389, -29.243, -5.180], [-3.494, -33.304, -5.614], [-1.465, -30.217, -10.835], [-9.409, -27.987, -4.725], [-6.150, -27.088, -12.506], [-6.125, -34.400, -15.100], [-3.333, -32.978, -3.022], [-1.047, -30.622, -7.891], [-11.509, -36.909, -9.820], [-2.567, -30.317, -6.312], [-7.563, -38.399, -10.990], [-1.655, -31.233, -7.224], [-6.125, -33.751, -3.996], [-4.444, -34.779, -5.423], [-0.127, -30.634, -11.019], [-13.308, -32.635, -8.450], [0.643, -30.227, -10.380], [-13.139, -35.174, -10.322], [-5.207, -27.800, -13.448], [-7.528, -37.534, -6.403], [-13.236, -37.246, -11.511], [-9.508, -28.448, -15.102], [-2.685, -33.027, -7.561], [-13.638, -37.911, -12.261], [-9.368, -30.960, -16.864], [-8.852, -33.562, -9.602], [-11.715, -32.067, -8.861], [-2.374, -32.061, -9.084], [-11.957, -38.684, -6.576], [-8.658, -36.432, -11.505], [-2.373, -30.372, -5.241], [-3.321, -26.824, -13.086], [-3.753, -27.067, -14.822], [-11.324, -32.635, -5.953], [-6.126, -39.865, -6.638], [-11.794, -33.265, -7.209], [-8.086, -35.433, -13.365], [-2.068, -31.584, -12.743], [-3.952, -31.266, -7.865], [-5.568, -33.008, -16.972], [-1.821, -29.630, -10.002], [-10.098, -27.531, -15.094], [-13.595, -31.188, -6.594], [-7.181, -32.531, -13.143], [-7.161, -37.382, -13.119], [-4.885, -30.965, -13.623], [-4.499, -31.258, -3.246], [-8.630, -28.161, -6.960], [-7.684, -32.452, -7.867], [-8.774, -27.861, -7.987], [-8.055, -32.339, -9.309], [-6.432, -39.346, -12.522], [-12.005, -32.908, -5.147], [-11.365, -36.504, -6.251], [-10.039, -29.551, -14.140], [-4.046, -30.494, -8.628], [-12.631, -31.082, -7.092], [-9.809, -29.554, -13.074], [-6.887, -31.999, -16.709], [-7.779, -34.106, -6.296], [-11.631, -30.544, -5.226], [-2.665, -32.045, -8.034], [-13.504, -34.162, -10.229], [-9.441, -29.033, -16.420], [-5.339, -25.071, -14.508], [-4.203, -24.622, -13.345], [-3.479, -30.404, -11.588], [-2.413, -29.285, -6.630], [-12.863, -38.593, -5.514], [-13.754, -36.012, -11.269], [-12.671, -30.098, -7.559], [-8.514, -28.076, -14.854], [-5.339, -33.091, -4.362], [-12.269, -36.359, -5.226], [-11.735, -38.670, -10.980], [-8.099, -36.624, -6.298], [-8.848, -34.331, -8.516], [-4.126, -26.850, -13.821], [-9.248, -35.546, -8.440], [-7.826, -30.257, -16.386], [-6.577, -33.409, -15.045], [-6.955, -38.449, -12.225], [-5.808, -32.378, -5.039], [-5.238, -31.516, -15.562], [-6.907, -32.150, -10.192], [-6.873, -29.405, -7.234], [-10.271, -32.792, -5.720], [-3.370, -34.191, -3.746], [-8.286, -28.801, -3.200], [-5.685, -28.210, -14.337], [-5.805, -38.971, -5.640], [1.167, -31.818, -12.310], [-10.753, -35.621, -6.362], [-9.554, -27.669, -6.029], [-6.162, -37.068, -4.785], [-6.660, -37.455, -14.072], [-10.580, -30.837, -6.615], [-6.313, -32.625, -13.795]]}

=====

[2]
{"formula": "C58H86Cl2F40O13", "method": "wB97M-V/def2-TZVPD", "orbital_gap_ev": 9.505, "max_force_ev_per_a": 4.0, "symbols": ["C", "H", "F", "C", "Cl", "C", "C", "O", "C", "H", "O", "H", "C", "C", "F", "H", "H", "H", "C", "H", "H", "H", "H", "C", "F", "H", "O", "H", "F", "F", "C", "F", "Cl", "H", "C", "C", "C", "F", "H", "H", "H", "C", "H", "F", "F", "H", "H", "H", "H", "H", "O", "C", "H", "C", "C", "C", "F", "H", "H", "O", "C", "O", "H", "H", "H", "F", "F", "H", "C", "C", "O", "F", "H", "F", "O", "F", "H", "H", "H", "F", "H", "F", "H", "H", "C", "C", "F", "H", "H", "F", "F", "H", "H", "F", "C", "C", "F", "H", "C", "C", "C", "H", "C", "H", "H", "F", "C", "C", "H", "H", "C", "H", "H", "H", "C", "H", "H", "C", "O", "H", "C", "H", "C", "C", "C", "F", "F", "C", "H", "O", "C", "C", "F", "F", "H", "H", "H", "H", "H", "H", "H", "H", "H", "H", "H", "C", "O", "F", "F", "F", "H", "C", "H", "H", "C", "C", "F", "H", "H", "O", "H", "F", "F", "F", "C", "C", "C", "H", "C", "C", "C", "F", "H", "F", "C", "H", "H", "H", "H", "F", "H", "H", "F", "C", "H", "H", "C", "H", "H", "H", "H", "F", "C", "O", "H", "C", "F", "C", "C"], "xyz": [[3.998, 4.785, 9.038], [-6.298, -10.409, 5.487], [5.139, -3.704, 4.403], [6.000, -7.715, -3.906], [-0.497, -9.729, -2.549], [2.152, 3.215, -0.017], [6.443, -7.337, -2.524], [0.751, -10.032, 9.867], [0.743, 2.921, 0.565], [5.554, 3.496, 8.383], [13.129, -1.474, 9.170], [-6.696, -8.354, 4.709], [0.228, -9.602, 8.600], [-6.456, -1.244, -0.689], [-3.440, -3.150, 15.060], [-3.910, -3.964, 13.407], [-2.200, -10.527, -1.020], [6.416, -6.250, -2.452], [-2.261, 1.821, 4.310], [1.348, -3.129, -6.448], [-0.126, -3.205, -4.706], [-2.540, 0.908, 3.784], [12.794, -4.274, 7.938], [12.770, -2.127, 7.980], [13.422, -13.891, 3.402], [-6.311, 0.364, -2.127], [3.346, -2.122, 2.063], [2.162, 4.874, 10.234], [-0.392, 3.350, 4.484], [-2.637, -6.207, 13.441], [-0.487, -3.354, 10.472], [-1.167, -10.656, 10.928], [-3.112, -8.675, -2.194], [3.060, 2.703, 10.674], [-2.427, -5.259, 14.338], [12.581, -3.499, 9.961], [-0.345, -4.027, -5.387], [-0.040, 3.958, 0.249], [8.862, 4.854, 1.614], [-0.304, -5.342, 13.981], [1.899, -11.673, 11.790], [1.269, -9.860, 7.511], [-1.072, -2.434, 10.491], [12.146, -8.509, 4.235], [-2.569, 1.649, 5.577], [5.153, -3.159, 1.696], [11.189, -3.534, 8.287], [-4.031, 0.871, -1.453], [6.237, -0.301, 11.742], [-5.152, -8.125, 5.561], [6.846, -8.867, -4.237], [7.968, 0.883, 12.030], [0.075, -8.551, 8.842], [5.537, -1.637, 3.164], [5.181, -2.387, 4.450], [-1.077, -4.574, 13.982], [2.523, -2.829, 0.183], [1.458, 1.951, 2.422], [8.075, -8.328, -1.532], [-5.207, -9.404, 2.635], [-6.079, 0.160, -1.082], [10.841, 2.441, 1.072], [4.277, 3.804, 7.115], [-6.583, 0.914, -0.478], [-5.448, -7.430, 2.875], [0.036, -12.110, 9.927], [0.158, 1.867, -0.020], [7.572, 0.919, 14.939], [0.897, -11.299, 11.999], [2.765, 2.874, 9.638], [-1.335, -4.489, -7.425], [2.742, 4.235, 0.613], [13.589, -2.000, 11.123], [1.115, -10.221, 12.720], [7.179, -0.571, 13.604], [2.613, -7.984, 8.271], [4.934, -7.942, -3.926], [10.865, 3.883, 2.592], [-6.815, -10.577, 3.055], [3.534, -9.469, 6.874], [6.139, -6.941, -4.662], [-3.131, 2.686, 3.795], [-1.502, -9.001, -0.457], [8.369, 0.885, 11.016], [11.863, -12.098, 3.121], [-1.640, -3.914, -6.115], [10.827, -12.646, 2.507], [9.526, 1.627, 13.541], [-7.463, -1.514, -1.007], [0.576, -3.040, 9.728], [12.711, -11.601, 2.218], [4.173, -2.110, 4.759], [3.026, -9.777, 8.700], [0.655, -2.834, 12.534], [7.889, -7.799, -2.466], [11.092, 3.317, -0.062], [10.643, -7.114, 2.455], [-0.348, -4.936, -4.786], [-4.964, -8.244, 3.416], [-5.546, -10.041, 4.789], [4.492, 3.621, 8.168], [-5.451, -2.131, -2.486], [-4.568, 0.170, -0.813], [-0.088, -3.104, -8.193], [10.147, 5.106, -0.410], [0.272, -12.174, 12.807], [-3.647, -4.266, 14.420], [8.108, 0.172, 14.354], [5.775, -7.799, -1.797], [13.548, -12.362, 4.542], [9.177, 3.896, 1.202], [-3.912, -7.968, 3.486], [4.037, 5.775, 8.583], [-5.176, -3.003, -0.976], [12.264, -3.477, 8.457], [2.137, 3.545, -1.055], [1.038, 3.583, 2.642], [-5.768, -10.502, 3.348], [3.804, 2.463, 8.731], [-4.382, 0.482, 0.215], [0.706, 2.682, 2.126], [12.011, 3.885, 0.088], [2.629, -9.257, 7.829], [-0.036, -4.099, -7.753], [8.937, 0.769, 13.218], [10.526, -8.985, 5.532], [8.851, -7.831, 3.266], [9.819, 4.093, -0.178], [14.599, -2.850, 9.931], [11.422, -11.103, 4.013], [-1.853, -9.543, -1.335], [-5.631, -8.586, 4.698], [1.378, -11.135, 7.309], [5.939, -1.980, 5.520], [12.852, -4.470, 10.374], [11.743, -3.138, 10.557], [0.411, -4.873, -8.378], [-1.977, -2.879, -6.177], [8.683, -9.580, -3.490], [-0.732, -10.043, 8.333], [-0.757, -3.826, 14.708], [-4.561, -10.331, 5.155], [1.874, 4.493, 8.584], [0.553, -2.144, 1.477], [13.661, -2.095, 7.354], [-5.346, -2.016, -1.407], [-1.254, -3.999, 12.661], [0.721, -4.951, 11.934], [0.766, -9.380, 6.392], [-1.255, -4.173, 9.735], [7.242, 1.681, 12.183], [2.590, 4.333, 9.390], [9.700, 0.029, 12.976], [9.183, 3.833, -1.024], [12.756, -12.954, 4.084], [10.142, -7.603, 3.627], [0.898, -2.848, 3.236], [1.852, 2.333, 9.389], [-2.464, -4.417, -5.608], [-0.558, 2.205, 2.597], [-5.181, -11.410, 3.211], [0.261, -4.095, 1.529], [6.848, -1.742, 2.936], [5.233, -0.398, 3.415], [7.234, -0.380, 12.176], [10.186, 3.218, 2.059], [4.773, -2.170, 1.954], [5.035, -1.546, 1.100], [0.704, -4.008, -6.482], [-0.726, 2.154, 3.997], [-0.085, -3.797, 11.931], [3.037, 2.208, 0.071], [11.974, -1.582, 7.471], [-4.720, -4.828, 14.886], [10.575, -10.102, 3.488], [4.569, 4.846, 9.965], [8.807, -8.075, -4.436], [8.302, 3.246, 1.219], [11.238, 2.687, -0.939], [12.049, -13.528, 5.075], [9.519, -10.371, 3.461], [8.708, -0.432, 15.035], [-2.311, -5.875, 15.519], [1.006, -3.030, 1.922], [7.803, -1.191, 11.722], [-6.410, -1.323, 0.397], [13.609, -2.439, 10.126], [1.350, -4.858, -6.265], [10.797, -9.880, 2.444], [9.757, 2.683, 2.906], [8.510, -6.904, -2.422], [0.126, 1.253, 4.457], [0.095, -11.027, 10.659], [-4.234, -1.183, -1.011], [10.121, -6.720, 4.266], [8.192, -8.638, -3.734], [3.116, -4.295, 1.668], [2.523, -3.152, 1.483], [10.846, -8.812, 4.254]]}